Density functional theory data (ωB97M-V with the def2-TZVPD basis set) for a 13-piece molecular cluster, C45H123N17O13 overall at a distorted geometry.

```
198
Properties=species:S:1:pos:R:3:forces:R:3:mulliken_charge:R:1
C -34.394 10.337 29.611 0.30 -1.10 0.20 -0.836
C -33.439 11.308 28.839 -0.02 -0.60 1.02 2.862
C -33.732 12.803 29.252 0.31 -0.25 -1.28 -1.996
C -33.327 13.164 30.640 0.33 -0.57 0.81 -0.085
C -31.821 12.976 30.773 -0.52 -1.42 -0.99 -1.888
C -31.321 11.516 30.323 -0.77 -0.28 0.33 3.116
N -31.969 11.022 29.038 -0.18 2.39 0.48 0.593
O -31.478 9.727 28.620 -0.83 0.84 0.84 0.618
C -29.848 11.639 30.141 0.97 0.27 -0.94 -2.069
C -31.518 10.478 31.423 -0.92 0.11 0.54 -2.048
C -33.739 11.158 27.373 0.68 -0.06 -1.14 -2.195
H -34.589 10.491 30.673 -0.18 0.85 -0.03 0.175
H -34.016 9.317 29.675 0.92 -0.10 -0.41 0.368
H -35.323 10.081 29.102 -0.25 0.96 -0.11 -0.460
H -33.223 13.481 28.567 0.41 -0.17 -0.28 -0.274
H -34.774 13.019 29.015 -0.34 -0.38 0.29 0.856
H -33.884 12.503 31.304 0.05 0.09 0.52 -0.236
H -33.504 14.200 30.931 -0.56 0.04 -0.24 0.513
H -31.483 13.221 31.780 0.18 -0.36 0.06 0.349
H -31.404 13.730 30.106 0.44 -0.13 -0.16 0.370
H -29.363 12.085 31.009 -0.07 -0.20 0.12 0.150
H -29.392 10.670 29.938 0.06 -0.06 0.13 0.504
H -29.633 12.285 29.289 0.02 0.15 -0.13 0.127
H -31.063 9.510 31.212 0.32 0.25 -0.22 0.186
H -31.136 10.865 32.367 0.11 -0.11 0.05 -0.008
H -32.578 10.257 31.549 -0.12 0.12 0.22 0.567
H -33.627 10.137 27.009 -0.29 -0.27 0.31 0.458
H -32.985 11.692 26.795 0.03 0.36 0.03 0.162
H -34.708 11.554 27.071 -0.09 -0.02 0.25 0.219
H -30.751 10.027 28.069 0.10 -0.10 -0.39 -0.145
C -37.744 7.825 30.105 0.45 1.50 -2.72 0.700
O -38.831 8.149 29.693 -1.99 0.38 -0.51 -0.650
N -37.487 7.572 31.355 -0.51 -0.90 4.87 -0.423
N -36.624 7.896 29.365 0.33 -0.98 0.36 -0.281
H -36.657 7.178 31.774 -0.13 0.14 -0.50 0.183
H -38.190 7.898 32.004 0.03 -0.47 -0.06 0.224
H -36.688 8.356 28.468 0.62 -0.15 0.05 0.232
H -35.890 7.857 30.057 1.11 0.55 -1.68 0.115
C -36.497 16.697 29.303 6.72 -4.97 -3.29 0.403
O -35.847 16.991 28.311 0.24 -0.35 -1.07 -0.706
N -37.372 17.408 29.775 -7.93 6.04 4.20 -0.298
N -36.276 15.558 30.023 0.97 -0.79 -0.53 -0.225
H -38.021 17.912 29.187 0.62 0.26 0.05 0.239
H -37.695 17.217 30.713 -0.27 -0.11 -0.21 0.188
H -35.576 14.931 29.653 -0.10 0.22 0.39 -0.022
H -36.778 15.429 30.890 0.19 -0.17 -0.09 0.555
C -38.423 10.176 26.308 -2.22 1.69 1.85 0.476
O -38.415 10.492 25.172 -0.31 -0.15 -3.83 -0.632
N -39.457 10.121 27.154 -4.23 -0.36 -0.67 -0.377
N -37.425 10.236 27.111 7.40 -0.45 2.51 0.041
H -39.404 9.574 28.001 -0.45 -0.13 -0.12 0.223
H -40.311 10.400 26.693 -0.42 -0.66 0.65 0.207
H -36.553 10.542 26.703 0.11 -0.19 0.19 -0.006
H -37.572 10.467 28.083 0.14 0.00 -0.43 -0.025
C -32.255 6.321 26.387 -3.66 0.35 -1.08 0.637
O -33.319 6.911 26.452 -0.44 0.95 0.08 -0.616
N -31.985 5.337 25.589 0.00 -4.05 -3.89 -0.458
N -31.232 6.506 27.109 4.39 3.35 5.41 -0.251
H -32.651 5.090 24.871 -0.01 -0.24 0.41 0.270
H -31.459 4.606 26.046 -0.13 -0.32 -0.66 0.184
H -31.334 7.292 27.735 0.34 -0.10 0.37 -0.076
H -30.316 6.090 27.026 -0.51 0.13 -0.35 0.241
C -37.725 14.274 34.416 0.88 -1.72 0.39 -1.674
C -37.108 14.342 33.025 2.74 1.02 2.29 0.063
C -36.971 13.031 32.285 -1.62 0.94 -0.57 0.115
O -38.278 12.543 32.160 -0.16 0.87 0.33 -0.479
C -38.359 11.375 31.429 -1.02 -0.86 1.09 -0.800
N -37.728 15.488 32.426 -1.95 -0.24 -1.65 -0.718
H -38.779 14.029 34.280 -0.06 0.11 0.42 0.374
H -37.543 15.147 35.043 -0.28 0.40 -0.51 0.454
H -37.228 13.495 34.993 -0.30 -0.46 0.09 0.411
H -36.063 14.643 33.095 0.46 -0.01 0.57 0.247
H -36.310 12.356 32.829 0.05 -0.13 0.17 0.408
H -36.614 13.168 31.265 0.62 0.20 -0.06 -0.138
H -37.792 10.640 32.000 0.45 -0.58 -0.61 0.334
H -38.082 11.467 30.379 0.14 -0.02 -0.05 0.248
H -39.402 11.093 31.573 -0.04 -0.32 -0.73 0.366
H -38.593 15.054 32.137 -0.79 0.23 -0.99 0.247
H -38.111 16.070 33.158 0.54 0.37 0.30 0.325
C -38.186 8.115 21.589 -1.26 1.62 0.76 -1.399
C -36.750 8.484 21.601 -0.07 0.83 -0.50 0.563
C -36.079 8.364 22.967 -0.48 0.76 -1.31 -0.437
O -34.851 9.105 23.027 0.08 -1.24 1.32 -0.441
C -34.201 8.643 24.248 0.99 1.26 -0.84 -0.204
N -36.164 7.752 20.530 2.06 -1.57 -0.24 -0.823
H -38.456 7.196 22.109 0.00 -0.19 -0.63 0.309
H -38.504 8.295 20.562 -0.33 -1.14 -0.16 0.380
H -38.719 8.944 22.054 -0.26 -0.13 0.68 0.358
H -36.719 9.504 21.217 0.00 0.83 1.07 0.234
H -35.915 7.314 23.209 -0.01 -0.14 0.08 0.406
H -36.823 8.822 23.620 0.14 -0.11 0.63 0.071
H -34.858 8.713 25.115 -0.15 -0.65 -0.15 0.233
H -33.351 9.278 24.500 -0.16 0.82 -0.27 -0.051
H -33.634 7.723 24.106 -1.02 -0.65 0.04 0.311
H -35.191 8.023 20.551 0.44 -0.26 -0.53 0.270
H -36.541 8.040 19.638 -0.05 0.06 0.00 0.243
C -31.410 14.292 25.588 1.16 1.09 1.11 -1.460
C -30.037 15.106 25.761 -0.99 -2.29 -2.04 0.704
C -29.428 15.056 24.292 -0.62 2.38 0.44 -0.853
O -28.419 16.116 24.118 -1.29 -2.63 0.27 -0.366
C -28.701 17.166 23.202 1.35 -0.31 1.27 -0.715
N -30.337 16.429 26.285 0.56 -0.83 -0.54 -0.671
H -31.257 13.289 25.188 -0.04 0.17 -0.16 0.207
H -32.077 14.916 24.993 0.06 -0.24 -0.50 0.533
H -31.941 14.220 26.537 0.25 -0.21 0.24 0.378
H -29.321 14.516 26.333 -0.21 0.32 0.77 0.022
H -30.263 15.277 23.628 -0.11 0.21 -0.27 0.438
H -29.096 14.067 23.976 0.55 0.06 0.34 0.315
H -29.462 17.820 23.627 -0.08 0.23 -0.32 0.276
H -28.892 16.903 22.162 -0.18 -0.37 0.09 0.276
H -27.687 17.548 23.319 -0.32 1.39 -0.92 0.263
H -29.523 16.979 26.050 0.24 0.48 0.20 0.297
H -31.063 16.757 25.665 -0.39 0.49 0.09 0.330
C -31.112 1.735 30.279 -1.74 -0.17 -0.14 -1.523
C -31.273 3.264 30.132 1.93 -2.90 0.49 0.582
C -30.546 4.019 31.254 -1.09 -0.27 -0.22 -0.898
O -30.798 5.321 30.863 0.20 2.20 -0.52 -0.101
C -30.608 6.432 31.721 -0.01 -0.64 0.51 -0.723
N -30.742 3.554 28.835 0.46 1.91 -0.93 -0.607
H -31.706 1.349 29.450 -0.79 -0.26 0.37 0.399
H -31.492 1.421 31.251 -0.10 -0.40 -0.13 0.358
H -30.219 1.160 30.031 0.95 1.09 0.49 0.336
H -32.306 3.584 29.995 -0.21 -0.32 0.98 0.303
H -29.491 3.752 31.309 0.34 0.06 -0.26 0.321
H -30.967 3.802 32.236 -0.28 -0.05 0.23 0.428
H -31.057 7.328 31.292 -0.16 -0.31 -0.24 0.015
H -29.564 6.669 31.922 0.28 -0.20 -0.07 0.359
H -31.094 6.203 32.669 -0.07 0.22 0.28 0.363
H -30.806 4.558 28.918 -0.18 0.81 -1.15 0.160
H -29.737 3.469 28.795 0.45 -0.74 0.23 0.282
C -28.697 15.332 31.288 -1.04 0.22 -0.10 -0.667
C -29.341 16.628 31.821 -0.26 -1.01 1.60 0.703
C -29.742 16.485 33.328 -0.38 -0.65 0.61 -1.050
O -30.698 15.376 33.562 -0.87 2.43 -0.99 -0.300
C -32.025 15.826 33.088 -0.12 -1.76 0.41 -0.691
N -28.571 17.796 31.498 -0.08 0.07 -0.19 -0.657
H -29.395 14.527 31.519 -0.12 -0.07 -0.31 -0.234
H -27.759 14.964 31.703 0.27 0.75 0.23 0.503
H -28.607 15.460 30.209 0.11 -0.30 -0.04 0.375
H -30.340 16.732 31.398 0.19 -0.03 -0.79 -0.004
H -30.221 17.366 33.756 -0.27 0.52 -0.63 0.413
H -28.924 16.388 34.042 0.46 -0.77 -0.32 0.340
H -32.486 16.750 33.437 1.14 0.67 0.25 0.416
H -32.765 15.126 33.478 0.29 -0.58 0.08 0.225
H -32.150 15.766 32.007 0.43 0.17 -0.11 0.199
H -27.584 17.686 31.683 -0.07 0.17 0.25 0.254
H -28.968 18.620 31.928 0.34 0.15 0.01 0.249
C -34.631 9.660 37.301 -0.12 0.35 -0.87 -1.306
C -33.947 8.286 37.229 -0.75 0.64 2.19 0.656
C -32.476 8.458 36.941 1.16 -1.17 -1.20 -0.955
O -32.515 8.830 35.594 -0.66 0.30 -1.62 -0.298
C -31.370 9.054 34.805 -0.02 0.70 0.50 -0.465
N -34.197 7.596 38.519 0.28 -0.40 -0.15 -0.790
H -35.684 9.542 37.043 -0.23 0.02 0.60 0.323
H -34.303 10.406 36.578 0.45 -0.22 -0.22 0.279
H -34.473 10.114 38.279 -0.27 -0.12 0.11 0.307
H -34.463 7.677 36.486 0.62 0.01 -0.29 0.299
H -31.853 7.564 36.967 -0.47 -0.79 0.50 0.459
H -31.875 9.133 37.551 -0.61 0.76 0.36 0.341
H -31.464 10.095 34.498 0.74 0.25 0.17 0.172
H -31.329 8.521 33.855 -0.49 -0.65 0.15 0.078
H -30.455 8.829 35.353 0.18 0.30 0.03 0.413
H -34.027 8.206 39.306 0.41 0.26 0.03 0.264
H -35.183 7.402 38.616 -0.19 -0.22 -0.27 0.277
C -27.393 12.800 34.437 0.83 2.33 0.48 -1.645
C -27.784 11.417 34.475 -1.31 -2.21 -1.29 1.585
C -27.055 10.437 33.546 -2.38 -1.27 -0.76 -1.069
O -27.590 10.521 32.204 1.49 0.97 -0.30 -0.077
C -26.657 10.453 31.129 -1.10 0.32 -0.33 -0.777
N -27.784 10.917 35.811 0.85 -0.09 1.53 -0.684
H -26.382 12.884 34.836 0.43 0.12 -0.24 0.396
H -27.991 13.345 35.167 -0.28 0.26 -0.18 0.566
H -27.449 13.310 33.475 -0.08 -0.23 -0.01 0.134
H -28.851 11.303 34.289 -0.11 0.31 -1.43 -0.420
H -27.559 9.494 33.757 0.53 -0.53 1.08 0.364
H -25.985 10.243 33.631 0.20 0.76 -0.11 0.351
H -25.876 9.702 31.246 -0.08 -0.14 0.13 0.480
H -26.217 11.408 30.842 0.30 0.31 0.55 0.308
H -27.303 10.237 30.278 0.29 -0.48 -0.18 0.058
H -27.232 11.565 36.355 0.27 -0.47 0.61 0.253
H -27.385 9.990 35.833 0.15 -0.03 0.43 0.236
C -25.893 10.603 26.649 0.79 -0.22 2.15 -1.374
C -27.086 11.053 25.884 -1.23 0.03 0.29 0.782
C -28.422 10.783 26.730 1.19 1.56 -0.72 -0.774
O -29.564 11.209 26.013 -0.61 -0.21 0.16 0.104
C -30.136 10.197 25.250 0.05 -1.48 -0.82 -0.966
N -27.039 12.452 25.459 -0.01 -0.47 -0.74 -0.680
H -24.995 11.211 26.537 -0.14 0.00 -0.39 0.411
H -25.610 9.551 26.642 -0.15 -0.14 -1.03 0.363
H -26.134 10.642 27.711 0.00 0.61 0.48 0.060
H -27.076 10.502 24.944 -0.51 -0.15 -0.06 0.362
H -28.457 11.500 27.550 0.73 -0.07 0.30 0.060
H -28.449 9.789 27.175 -0.38 -0.44 -0.35 0.347
H -29.470 9.869 24.453 0.25 0.03 -0.25 0.381
H -31.088 10.406 24.763 0.03 0.84 0.35 0.151
H -30.315 9.298 25.841 -0.10 -0.18 0.34 0.329
H -27.861 12.528 24.876 -0.02 0.51 -0.22 0.122
H -27.128 13.182 26.152 0.07 -0.31 0.58 0.279
```
Forces are in eV/Å.

The calculation puts the HOMO-LUMO gap at 8.38 eV. The total energy comes out at -100598.9434 eV. The net charge is 0.